(1)
C21H28NPW | the ωB97M-V functional and the def2-TZVPD basis

Computed properties:
2S+1: 3
E_HOMO (spin up / spin down) in eV: -13.161 / -13.752
E_LUMO (spin up / spin down) in eV: -7.46 / -7.34
Charge: +2
Orbital gap (spin up / spin down) in eV: 5.6994 / 6.4120
Energy relative to the best compared isomer or geometry (same formula, charge and spin) in kJ/mol: 0.0
Total energy in eV: -34814.650

Structure (XYZ):
```
52
C21H28NPW, DFT the ωB97M-V functional and the def2-TZVPD basis
C 0.551 3.033 -2.757
C -0.665 2.713 -2.166
C -0.831 1.506 -1.479
C 0.239 0.615 -1.378
C 1.499 0.978 -1.889
C 1.627 2.169 -2.610
C -2.117 1.127 -0.826
C -2.446 -0.357 -0.969
N -2.132 -0.908 -2.349
W -0.094 -1.205 -0.306
C 2.672 0.085 -1.653
P 2.178 -1.456 -0.727
H -1.508 3.400 -2.244
H 2.587 2.407 -3.061
H 0.661 3.960 -3.324
H 3.446 0.579 -1.040
H 3.147 -0.240 -2.595
H -2.139 1.411 0.239
H -2.964 1.664 -1.291
H -2.181 -1.091 -0.138
C 3.515 -1.596 0.474
C 2.572 -2.756 -1.935
H -3.542 -0.419 -0.902
C -3.423 -1.177 -3.105
C -1.265 -2.111 -2.400
H 0.857 -2.186 0.745
H -4.022 -1.937 -2.590
H -3.951 -0.217 -3.167
H -3.136 -1.493 -4.116
H -1.472 -2.581 -3.378
H -0.170 -1.850 -2.441
H -1.575 -2.825 -1.620
H 3.667 -2.861 -1.954
H 2.114 -3.702 -1.616
H 2.199 -2.481 -2.931
H 4.377 -2.076 -0.019
H 3.792 -0.598 0.852
H 3.176 -2.221 1.314
H -1.800 -0.156 -2.984
C -0.094 -0.461 1.558
C -0.205 0.198 2.636
C -0.242 0.781 3.916
C -1.381 1.483 4.405
C -1.420 1.961 5.718
C -0.325 1.777 6.576
C 0.819 1.120 6.104
C 0.873 0.638 4.797
H -2.238 1.629 3.742
H -2.312 2.477 6.081
H -0.363 2.145 7.605
H 1.678 0.977 6.764
H 1.765 0.126 4.434
```

---

(2)
C21H28O21 | the ωB97M-V functional and the def2-TZVPD basis

Computed properties:
2S+1: 1
E_HOMO in eV: -10.655
SMILES string: O=C1OCCO1.O=C1OCCO1.O=C1OCCO1.O=C1OCCO1.O=C1OCCO1.O=C1OCCO1.O=C1OCCO1
E_LUMO in eV: -0.33
Charge: 0
Orbital gap in eV: 10.3300
Energy relative to the best compared isomer or geometry (same formula, charge and spin) in kJ/mol: 333.2
Total energy in eV: -65225.460

Structure (XYZ):
```
70
C21H28O21, DFT the ωB97M-V functional and the def2-TZVPD basis
O 17.460 10.416 11.010
C 18.230 11.354 10.807
O 19.562 11.325 10.933
C 19.972 12.699 10.889
C 18.915 13.301 9.917
O 17.826 12.529 10.364
H 20.058 13.077 11.908
H 20.984 12.770 10.489
H 19.117 13.249 8.847
H 18.718 14.339 10.184
O 12.959 14.277 13.447
C 12.736 13.223 14.022
O 11.861 12.289 13.626
C 12.028 11.050 14.362
C 12.708 11.622 15.610
O 13.289 12.816 15.115
H 11.136 10.455 14.556
H 12.707 10.395 13.817
H 13.519 11.043 16.051
H 11.940 11.752 16.372
O 11.097 7.783 14.192
C 11.004 7.357 13.037
O 9.974 6.575 12.646
C 10.091 6.237 11.323
C 11.055 7.230 10.800
O 11.618 7.725 11.975
H 10.571 5.262 11.242
H 9.149 6.064 10.803
H 10.696 8.061 10.192
H 11.741 6.610 10.223
O 13.115 8.809 8.797
C 13.476 9.814 9.502
O 12.803 10.154 10.582
C 13.399 11.178 11.193
C 14.343 11.792 10.109
O 14.476 10.698 9.270
H 12.581 11.847 11.459
H 14.009 10.975 12.074
H 15.299 12.191 10.449
H 13.844 12.650 9.659
O 17.316 9.868 5.611
C 16.651 10.774 6.010
O 17.060 11.706 6.844
C 16.078 12.703 6.998
C 14.951 12.196 6.220
O 15.432 11.083 5.612
H 15.822 12.905 8.038
H 16.369 13.678 6.607
H 14.805 12.962 5.457
H 14.052 11.991 6.801
O 7.079 9.078 12.836
C 7.602 9.755 11.972
O 8.789 9.647 11.595
C 9.079 10.480 10.463
C 7.783 11.167 10.183
O 6.995 10.823 11.360
H 9.842 11.125 10.900
H 9.350 9.845 9.619
H 7.191 10.782 9.352
H 8.161 12.185 10.091
O 8.427 15.048 11.636
C 9.440 15.032 10.968
O 10.555 14.427 11.352
C 11.573 14.653 10.406
C 10.737 15.064 9.238
O 9.574 15.660 9.776
H 12.388 15.321 10.684
H 12.058 13.709 10.155
H 10.642 14.252 8.517
H 11.292 15.787 8.641
```

---

(3)
C21H28O7SV | the ωB97M-V functional and the def2-TZVPD basis

Computed properties:
2S+1: 1
E_HOMO in eV: -11.084
E_LUMO in eV: -9.61
Charge: +1
Orbital gap in eV: 1.4716
Total energy in eV: -73069.324

Structure (XYZ):
```
58
C21H28O7SV, DFT the ωB97M-V functional and the def2-TZVPD basis
C -1.919 2.069 3.432
C -1.301 0.884 3.541
C -1.979 -0.421 3.269
O -2.370 -1.177 4.114
O -2.133 -0.726 1.953
C -3.427 -0.209 1.554
C -3.856 -0.937 0.277
C -3.605 -0.089 -1.005
C -2.703 -0.898 -1.964
C -1.216 -0.719 -1.540
C -0.313 -0.382 -2.755
C 0.909 0.333 -2.239
C 1.135 1.636 -2.395
C 0.164 2.549 -3.076
C -0.990 2.874 -2.142
O -2.132 2.879 -2.523
C 2.419 2.185 -1.859
O 2.812 3.257 -2.254
C 3.225 1.397 -0.861
S 4.521 2.253 0.014
C 2.979 0.104 -0.660
C 3.685 -0.818 0.295
C 3.671 -0.346 1.770
C 5.106 -1.207 -0.218
C 5.178 -2.742 -0.398
C 1.902 -0.520 -1.509
O 1.833 -1.721 -1.637
H -2.887 2.308 3.857
H -1.386 2.862 2.916
H -0.264 0.861 3.866
H -4.121 -0.433 2.364
H -3.363 0.869 1.408
H -4.916 -1.186 0.313
H -3.283 -1.862 0.248
H -3.096 0.819 -0.693
H -4.529 0.159 -1.523
H -2.930 -1.960 -1.888
H -2.811 -0.551 -2.989
H -0.815 -1.631 -1.100
H -1.097 0.105 -0.834
H 0.024 -1.298 -3.239
H -0.820 0.216 -3.505
H -0.259 2.104 -3.970
H 0.625 3.503 -3.341
H -0.798 3.128 -1.079
H 3.794 2.886 0.958
H 3.125 -1.752 0.277
H 3.312 -1.108 2.458
H 3.157 0.601 1.919
H 4.705 -0.151 2.056
H 5.883 -0.903 0.476
H 5.239 -0.790 -1.216
H 4.617 -3.065 -1.272
H 4.662 -3.186 0.458
H 6.199 -3.112 -0.394
O -6.754 -1.078 3.046
V -6.282 -2.308 4.080
O -6.528 -3.549 5.160
```

---

(4)
C21H29AsF6N4OS5Ti | the ωB97M-V functional and the def2-TZVPD basis

Computed properties:
2S+1: 1
E_HOMO in eV: -7.902
E_LUMO in eV: -1.18
Charge: 0
Orbital gap in eV: 6.7183
Energy relative to the best compared isomer or geometry (same formula, charge and spin) in kJ/mol: 71.9
Total energy in eV: -184696.719

Structure (XYZ):
```
68
C21H29AsF6N4OS5Ti, DFT the ωB97M-V functional and the def2-TZVPD basis
Ti -0.179 0.836 0.041
S 0.966 -0.466 -1.481
C 2.630 0.042 -1.579
C 3.480 -0.457 -2.564
C 4.789 -0.020 -2.624
C 5.255 0.919 -1.705
C 4.416 1.415 -0.726
C 3.097 0.969 -0.653
S 2.015 1.545 0.589
H 3.103 -1.170 -3.285
H 5.448 -0.400 -3.393
H 6.277 1.270 -1.762
H 4.769 2.155 -0.019
C -3.304 1.098 1.106
N -2.638 -0.135 0.643
C -2.742 -1.109 1.740
C -3.452 -0.612 -0.506
C -3.115 -1.977 -1.076
N -1.845 -2.030 -1.781
C -1.941 -1.397 -3.092
C -1.407 -3.404 -1.959
H -4.353 0.894 1.354
H -3.269 1.858 0.327
H -2.806 1.477 1.998
H -3.793 -1.382 1.901
H -2.357 -0.669 2.657
H -2.173 -2.010 1.529
H -3.410 0.150 -1.280
H -4.497 -0.659 -0.165
H -3.948 -2.256 -1.746
H -3.108 -2.726 -0.282
H -2.632 -1.955 -3.744
H -0.959 -1.365 -3.562
H -2.293 -0.374 -3.009
H -2.071 -3.965 -2.636
H -1.388 -3.925 -1.001
H -0.402 -3.413 -2.382
N -0.060 1.229 3.694
C 0.389 0.093 3.155
N 0.081 -0.370 1.955
C 0.583 -1.688 1.827
C 0.309 -2.569 0.787
C 0.866 -3.836 0.811
C 1.681 -4.248 1.863
C 1.922 -3.402 2.928
C 1.356 -2.135 2.896
S 1.402 -0.922 4.136
H -0.416 1.941 3.050
H 0.400 1.571 4.521
H -0.322 -2.262 -0.034
H 0.663 -4.516 -0.005
H 2.112 -5.240 1.858
H 2.529 -3.718 3.765
F -1.513 1.259 -1.393
As -1.073 2.562 -2.789
F -1.815 3.714 -1.764
F -2.610 2.181 -3.453
F -0.578 3.724 -3.921
F -0.403 1.262 -3.685
F 0.372 2.610 -1.823
C 2.310 4.783 2.679
O 1.165 3.967 2.402
C 0.555 4.134 1.220
S 0.939 5.235 0.103
S -0.775 2.969 1.074
H 2.673 4.445 3.647
H 2.026 5.833 2.716
H 3.065 4.642 1.907
```

---

(5)
C21H29BrN3O5S | the ωB97M-V functional and the def2-TZVPD basis

Computed properties:
2S+1: 1
E_HOMO in eV: -3.932
E_LUMO in eV: 1.03
Charge: -1
Orbital gap in eV: 4.9641
Total energy in eV: -117833.282

Structure (XYZ):
```
60
C21H29BrN3O5S, DFT the ωB97M-V functional and the def2-TZVPD basis
C -2.260 1.844 -4.788
C -0.841 1.214 -4.747
O -0.811 -0.139 -4.261
C -1.866 -0.889 -4.702
O -2.003 -1.148 -5.877
C -2.948 -1.390 -3.721
C -2.593 -1.192 -2.217
C -2.080 -2.487 -1.507
C -1.133 -2.195 -0.333
C 0.117 -1.687 -0.488
N 0.601 -1.399 -1.798
C 1.210 -2.376 -2.352
C 1.534 -2.231 -3.846
C 1.610 -3.683 -1.665
C 1.035 -1.405 0.634
Br 2.766 -0.704 0.174
C 0.679 -1.661 1.925
C 1.591 -1.432 3.119
C 2.003 0.042 3.358
C 0.813 1.010 3.614
O 0.885 1.700 4.849
C 2.049 2.528 4.925
C -0.647 -2.213 2.084
N -1.114 -2.545 3.287
S -2.613 -3.131 3.043
N -2.724 -3.022 1.414
C -1.580 -2.499 0.999
H -2.860 1.520 -3.923
H -2.156 2.936 -4.685
H -2.725 1.579 -5.747
H -0.317 1.324 -5.710
H -0.264 1.807 -4.019
H -3.831 -0.761 -3.925
H -3.227 -2.424 -3.967
H -1.845 -0.398 -2.084
H -3.521 -0.885 -1.706
H -1.586 -3.176 -2.215
H -2.958 -2.974 -1.053
H 2.596 -2.502 -3.968
H 0.891 -2.961 -4.369
H 1.325 -1.219 -4.203
H 2.290 -4.244 -2.328
H 2.125 -3.523 -0.708
H 0.695 -4.285 -1.524
H 2.524 -1.993 2.909
H 1.177 -1.833 4.053
H 2.586 0.463 2.527
H 2.704 0.040 4.212
H -0.156 0.477 3.577
H 0.753 1.768 2.805
H 1.831 3.496 5.388
H 2.774 2.016 5.597
H 2.574 2.627 3.961
C 0.343 6.263 4.359
C 1.871 6.396 4.186
O 2.441 7.199 4.958
O 2.366 5.676 3.286
H -0.024 6.913 5.156
H -0.161 6.536 3.428
H 0.085 5.230 4.606
```

---

(6)
C21H29ClN6O2STi | the ωB97M-V functional and the def2-TZVPD basis

Computed properties:
2S+1: 3
E_HOMO (spin up / spin down) in eV: -5.934 / -7.177
E_LUMO (spin up / spin down) in eV: 0.26 / -0.48
Charge: 0
Orbital gap (spin up / spin down) in eV: 6.1988 / 6.7014
Energy relative to the best compared isomer or geometry (same formula, charge and spin) in kJ/mol: 43.8
Total energy in eV: -81756.920

Structure (XYZ):
```
61
C21H29ClN6O2STi, DFT the ωB97M-V functional and the def2-TZVPD basis
Ti -6.325 -15.564 -4.778
N -9.031 -14.464 -1.286
C -8.112 -14.818 -2.207
S -8.662 -15.738 -3.648
N -6.853 -14.507 -1.927
N -6.075 -14.493 -3.071
C -4.865 -13.768 -2.911
C -4.548 -13.041 -1.708
C -5.367 -12.059 -1.123
C -5.038 -11.526 0.189
C -3.896 -11.901 0.848
C -2.975 -12.742 0.143
C -3.286 -13.292 -1.039
C -3.952 -13.942 -3.948
C -2.694 -13.307 -3.926
C -1.630 -13.838 -4.657
C -1.914 -14.830 -5.596
C -3.231 -15.294 -5.713
N -4.264 -14.824 -4.940
H -9.737 -15.165 -1.125
H -8.563 -14.113 -0.459
H -6.263 -11.679 -1.613
H -5.763 -10.741 0.544
H -3.707 -11.629 1.880
H -1.969 -12.968 0.566
H -2.672 -14.169 -1.422
H -2.565 -12.425 -3.352
H -0.608 -13.538 -4.613
H -1.177 -15.180 -6.291
H -3.320 -16.138 -6.373
C -5.646 -17.110 -7.458
N -6.909 -16.804 -6.627
C -7.528 -18.084 -6.232
C -7.840 -16.032 -7.476
C -8.000 -14.551 -7.117
N -6.821 -13.997 -6.365
C -7.180 -12.717 -5.766
C -5.769 -13.683 -7.392
H -5.925 -17.590 -8.436
H -4.996 -17.790 -6.890
H -5.051 -16.199 -7.735
H -7.971 -18.662 -7.082
H -8.229 -18.014 -5.427
H -6.640 -18.631 -5.842
H -8.773 -16.509 -7.253
H -7.611 -16.164 -8.535
H -8.861 -14.500 -6.447
H -8.268 -13.886 -7.987
H -7.342 -11.925 -6.593
H -6.319 -12.413 -5.131
H -8.099 -12.782 -5.197
H -6.112 -12.921 -8.181
H -5.439 -14.626 -7.875
H -4.912 -13.205 -6.824
Cl -4.704 -19.356 -1.386
C -4.810 -17.738 -2.060
C -4.678 -17.736 -3.563
O -3.667 -18.217 -4.117
O -5.768 -17.253 -4.212
H -3.962 -17.151 -1.661
H -5.783 -17.325 -1.745
```